{"formula": "C34H50BrCeN4O9S", "method": "ωB97M-V/def2-TZVPD", "elements": ["Ce", "C", "C", "C", "C", "C", "C", "N", "C", "C", "N", "C", "C", "O", "O", "C", "C", "C", "C", "C", "C", "N", "C", "C", "N", "C", "C", "O", "O", "H", "H", "H", "H", "H", "H", "H", "H", "H", "H", "H", "H", "H", "H", "H", "H", "H", "H", "H", "H", "H", "H", "H", "H", "H", "H", "H", "H", "H", "H", "H", "H", "H", "H", "H", "H", "H", "H", "H", "C", "C", "C", "C", "C", "C", "C", "S", "O", "O", "O", "H", "H", "H", "H", "H", "H", "H", "Br", "C", "C", "C", "C", "C", "C", "C", "O", "O", "H", "H", "H", "H"], "coordinates": [[-0.39656, 2.05734, 0.77813], [3.53608, -3.35039, 2.92445], [3.40276, -3.14959, 1.37659], [2.59119, -4.22585, 0.67412], [1.05612, -4.19266, 0.49845], [0.31484, -4.14449, 1.79852], [0.72728, -5.43805, -0.42356], [0.68744, -2.94808, -0.35538], [-0.73807, -2.83892, -0.84047], [-0.79474, -1.50419, -1.52009], [0.24942, -1.18940, -2.45877], [0.27136, 0.16726, -2.87809], [1.04621, 0.96760, -1.87299], [2.21338, 0.91110, -1.70706], [0.24730, 1.82400, -1.19626], [0.43170, -2.18029, -3.52383], [-0.76518, -2.34608, -4.52200], [1.63763, -2.03110, -4.32288], [2.97966, -2.41004, -3.59587], [3.22342, -3.91621, -3.69660], [4.03967, -1.61708, -4.39173], [2.78146, -2.04703, -2.18279], [4.00297, -2.10341, -1.36647], [3.93601, -1.27410, -0.10077], [2.99504, -1.80435, 0.85931], [2.64921, -0.78428, 1.78521], [1.53053, 0.15361, 1.41320], [1.49612, 1.23991, 2.03582], [0.59163, -0.06648, 0.59292], [4.26133, -4.18515, 3.12054], [2.57199, -3.69507, 3.43541], [3.95742, -2.46670, 3.35191], [4.42025, -3.32091, 1.04595], [2.66230, -5.10993, 1.33197], [2.95399, -4.40951, -0.33142], [0.65132, -5.02717, 2.35886], [-0.74929, -3.99369, 1.64614], [0.52185, -3.22171, 2.44546], [1.42827, -6.25435, -0.29388], [0.78506, -5.14047, -1.46217], [-0.34395, -5.66842, -0.24405], [1.38590, -2.68568, -1.05590], [0.85278, -2.12410, 0.32358], [-1.45055, -2.77581, -0.00636], [-0.96713, -3.74397, -1.41429], [-0.64328, -0.87387, -0.67395], [-1.81622, -1.26859, -1.93563], [-0.71070, 0.60767, -2.97597], [0.90154, 0.24237, -3.79724], [0.40570, -3.09240, -2.90444], [-0.78567, -1.52752, -5.31974], [-1.72399, -2.20149, -4.04544], [-0.72363, -3.28117, -4.97875], [1.79898, -0.98490, -4.76751], [1.51146, -2.73240, -5.14709], [3.47169, -4.34794, -4.69536], [2.40737, -4.58217, -3.42794], [4.04045, -4.27616, -3.05331], [4.05364, -1.74967, -5.43774], [5.03383, -1.86671, -4.04113], [3.89228, -0.60721, -4.17585], [2.56329, -1.07551, -2.24641], [4.88640, -1.73221, -1.88468], [4.12071, -3.12482, -1.00424], [3.70897, -0.19829, -0.29616], [4.90504, -1.31667, 0.41763], [3.57911, -0.19201, 2.03609], [2.47923, -1.28044, 2.75039], [-6.36652, 5.60066, 3.88882], [-5.57041, 4.48257, 3.35571], [-4.86217, 4.60253, 2.18488], [-4.12367, 3.52371, 1.62332], [-4.01755, 2.37020, 2.35400], [-4.72099, 2.19420, 3.56820], [-5.47707, 3.23858, 4.00364], [-2.98384, 0.94759, 1.88548], [-3.50842, -0.31610, 2.21692], [-1.69490, 1.05905, 2.67704], [-2.57669, 1.20043, 0.47572], [-7.34760, 5.43679, 3.59336], [-6.09961, 6.63204, 3.45659], [-6.33421, 5.63883, 4.94129], [-5.06191, 5.43262, 1.53568], [-3.70631, 3.69313, 0.64834], [-4.70753, 1.27780, 4.13808], [-6.08034, 3.14275, 4.92402], [-2.16378, 8.49860, 4.55452], [-2.36046, 7.64322, 2.92237], [-3.19783, 8.20723, 1.91385], [-3.28895, 7.66350, 0.69729], [-2.49340, 6.60676, 0.33182], [-1.70433, 5.98874, 1.34418], [-1.70278, 6.48581, 2.68887], [-1.14943, 4.65255, 1.08082], [-1.49473, 4.01256, 0.01768], [-0.17556, 4.21298, 1.73456], [-3.69666, 9.14574, 2.14460], [-4.00248, 8.07077, -0.12100], [-2.48662, 6.12775, -0.62127], [-1.08488, 6.05243, 3.41219]], "forces_ev_per_angstrom": [[-0.5, 0.2, 0.7], [-1.1, -1.7, -0.4], [-0.3, 0.4, 0.4], [-1.0, -0.9, 0.9], [0.9, 0.5, -2.2], [0.2, 1.5, 1.1], [-1.2, 1.3, 1.0], [-1.0, 0.9, 3.6], [0.6, -0.7, -0.2], [-1.5, 0.9, -0.8], [0.1, -1.0, -0.7], [0.9, 0.3, -0.5], [-2.3, 1.3, 0.0], [2.0, -0.2, 0.4], [0.4, 0.1, 0.1], [-3.0, -0.5, 0.7], [0.0, 3.3, 0.3], [2.5, 0.4, -0.6], [-1.1, -0.8, -1.7], [0.7, -1.4, -0.4], [0.8, -1.4, 2.2], [1.6, -0.1, 0.0], [0.1, 0.1, 0.3], [0.1, 0.5, -0.1], [-1.0, -0.5, -0.1], [1.6, -0.4, 1.3], [0.1, 0.5, 1.1], [0.0, 1.0, 0.1], [0.4, -1.4, -0.1], [-0.6, 0.7, -0.4], [1.2, 0.9, -0.6], [0.1, 0.5, 0.6], [0.4, 0.1, -0.3], [0.6, -0.2, -0.7], [0.4, -0.3, 0.1], [-0.8, 0.2, 0.1], [-0.3, -1.0, 0.1], [0.4, -1.1, -1.0], [-0.3, -0.2, 0.4], [0.2, 0.2, -0.3], [0.8, -0.6, -0.1], [0.6, -0.3, -1.2], [-0.3, -1.2, -1.3], [0.4, -0.2, -0.1], [0.0, 0.4, -0.1], [-0.3, 0.9, 0.1], [0.6, -0.5, 0.4], [-0.4, 0.2, -0.5], [-1.0, 0.1, 0.5], [0.6, -0.3, -0.8], [0.4, -1.1, 0.9], [-0.3, -0.3, 0.4], [0.0, -1.6, -0.9], [-0.6, -1.5, 0.5], [0.3, 0.2, -0.3], [0.0, 1.0, 0.3], [-0.7, 0.4, 0.4], [0.0, 0.4, -0.1], [-0.5, -0.5, -1.2], [0.4, -0.1, 0.0], [-0.2, 1.9, 0.2], [-0.5, 0.9, 0.4], [0.2, -0.4, -0.3], [0.6, 0.0, -0.6], [0.1, -0.9, 0.0], [0.4, 0.2, -0.5], [-1.0, 0.2, -0.2], [-0.9, 0.5, -0.1], [1.2, 1.9, -1.1], [1.4, -0.8, -0.3], [-0.1, -1.2, -1.2], [-0.7, 1.2, 0.6], [0.2, -2.0, 0.6], [0.4, 0.3, -0.8], [-1.3, 0.9, 1.5], [1.4, 1.1, 1.7], [-1.8, -1.0, -0.5], [0.4, 1.6, -1.3], [0.2, 0.1, -0.6], [-2.2, -0.2, -0.4], [-0.1, -1.6, 0.6], [0.1, 0.1, 1.3], [0.3, 0.6, 0.0], [0.3, -0.4, -0.2], [0.2, -0.1, -0.2], [0.5, -0.2, -0.4], [-0.1, 0.4, 0.7], [-1.3, 0.9, -1.2], [0.6, 1.2, 2.9], [-1.5, 0.4, -3.9], [1.3, -1.8, 2.0], [-1.8, 0.4, 0.6], [0.4, -0.3, -2.8], [0.8, 1.4, -2.3], [-0.2, -0.4, 0.8], [0.4, -1.2, 1.2], [-0.1, -0.3, 0.0], [1.3, -0.4, 1.7], [-0.2, 0.0, -0.6], [0.7, -0.8, 1.0]], "charge": 1, "homo_lumo_gap_ev": 6.538, "e_tot_ev": -154261.273, "largest_force_ha_per_bohr": 0.08197}


{"formula": "C34H50F6NO4P2Zr", "method": "ωB97M-V/def2-TZVPD", "elements": ["Zr", "C", "C", "C", "P", "C", "C", "C", "C", "C", "C", "C", "C", "C", "C", "N", "C", "C", "C", "C", "C", "C", "C", "P", "C", "C", "C", "C", "C", "C", "H", "H", "H", "H", "H", "H", "H", "H", "H", "H", "H", "H", "H", "H", "H", "H", "H", "H", "H", "H", "H", "H", "H", "H", "H", "H", "H", "H", "H", "H", "H", "H", "H", "H", "H", "H", "H", "H", "H", "H", "C", "C", "C", "O", "C", "O", "O", "H", "H", "H", "H", "H", "H", "H", "C", "C", "O", "C", "F", "F", "F", "C", "F", "F", "F", "H", "H", "H"], "coordinates": [[0.10285, 0.36862, 1.25262], [-5.08815, -1.02324, 0.89213], [-3.76851, -0.49746, 1.46199], [-3.99305, 0.84017, 2.15914], [-2.30032, -0.48364, 0.35839], [-2.22578, -2.13782, -0.45215], [-2.28794, -3.23936, 0.61036], [-3.19089, -2.37835, -1.61331], [-2.39050, 0.76580, -0.96597], [-3.58607, 1.14181, -1.58009], [-3.63436, 2.06691, -2.61154], [-4.93343, 2.45658, -3.26517], [-2.42130, 2.60549, -3.03507], [-1.21963, 2.26323, -2.43946], [-1.18355, 1.36299, -1.37864], [-0.00348, 0.99095, -0.70411], [1.34182, 1.21372, -1.15199], [1.85524, 2.48783, -1.37170], [3.18659, 2.65082, -1.71924], [4.04535, 1.55900, -1.82257], [5.49763, 1.73746, -2.17892], [3.52449, 0.28869, -1.58792], [2.18619, 0.08520, -1.26401], [1.32009, -1.50559, -0.99423], [0.86083, -1.97558, -2.73501], [1.99707, -1.91869, -3.75702], [-0.29520, -1.12100, -3.25321], [2.43191, -2.82895, -0.36432], [3.65187, -3.36076, -1.12068], [1.51030, -4.00117, 0.00909], [-5.81871, -1.03586, 1.70385], [-5.01808, -2.03713, 0.50981], [-5.49714, -0.38654, 0.11081], [-3.43386, -1.21515, 2.22027], [-4.30531, 1.60930, 1.45062], [-3.10410, 1.18575, 2.67789], [-4.78669, 0.72442, 2.89938], [-1.21355, -2.14024, -0.85924], [-3.29609, -3.35846, 1.00982], [-1.61044, -3.05283, 1.44672], [-2.00139, -4.19351, 0.16423], [-4.20509, -2.59171, -1.28149], [-2.84847, -3.25008, -2.17650], [-3.23322, -1.53734, -2.30590], [-4.51313, 0.68493, -1.26247], [-5.78251, 2.00808, -2.75027], [-4.96532, 2.13243, -4.30662], [-5.07281, 3.53834, -3.25678], [-2.41352, 3.31526, -3.85529], [-0.30128, 2.70107, -2.80687], [1.21524, 3.35236, -1.24811], [3.56906, 3.64888, -1.89893], [5.68634, 2.72091, -2.60622], [5.81885, 0.98840, -2.90293], [6.13308, 1.63262, -1.29719], [4.19103, -0.55988, -1.67617], [0.51004, -3.00919, -2.63550], [2.42832, -0.91628, -3.80065], [1.58963, -2.13368, -4.74803], [2.79534, -2.62826, -3.57312], [0.03105, -0.08981, -3.41285], [-1.15628, -1.09365, -2.58781], [-0.62940, -1.50752, -4.21809], [2.79217, -2.41395, 0.57750], [3.35739, -4.07066, -1.89347], [4.28835, -3.90722, -0.42016], [4.26456, -2.59525, -1.59077], [1.10100, -4.47654, -0.88627], [0.68214, -3.69368, 0.64894], [2.08031, -4.75713, 0.55191], [2.71016, -0.15537, 4.20598], [2.73121, -0.68807, 2.78247], [4.10974, -1.16475, 2.37548], [2.27643, 0.36478, 1.84587], [1.65922, -1.78247, 2.71243], [1.85546, -2.86429, 3.18093], [0.50857, -1.37100, 2.17213], [3.38303, 0.69744, 4.30750], [3.05586, -0.95536, 4.86025], [1.70735, 0.14087, 4.51343], [4.87635, -0.50848, 2.79146], [4.22405, -1.18992, 1.29286], [4.26346, -2.16720, 2.77274], [2.93437, 1.07049, 1.78883], [-1.03354, 3.06997, 4.51931], [-0.65254, 2.76124, 3.09021], [-0.64271, 1.38492, 2.81631], [0.78174, 3.24482, 2.80765], [1.05729, 2.90127, 1.50044], [1.67584, 2.59898, 3.55719], [0.99676, 4.53807, 2.94800], [-1.62197, 3.49827, 2.09441], [-1.77436, 2.78577, 0.96845], [-1.18308, 4.70939, 1.74372], [-2.82884, 3.65745, 2.64497], [-0.32958, 2.58873, 5.19588], [-2.02991, 2.68462, 4.71907], [-1.02797, 4.14500, 4.70060]], "forces_ev_per_angstrom": [[-0.1, -0.3, 0.2], [0.0, 0.0, 0.1], [-0.2, 0.0, 0.1], [0.0, 0.0, 0.0], [0.0, 0.1, -0.4], [0.0, -0.1, 0.0], [0.0, -0.1, 0.0], [0.0, -0.1, 0.0], [-0.3, 0.0, 0.1], [0.0, 0.0, 0.0], [0.0, 0.0, 0.0], [0.0, 0.0, 0.0], [0.0, 0.0, 0.0], [0.0, 0.1, -0.1], [0.4, -0.2, 0.1], [-0.3, 0.7, -0.3], [-0.5, -0.3, -0.1], [0.1, 0.1, 0.0], [0.0, 0.0, 0.0], [0.0, 0.0, 0.0], [0.0, 0.0, 0.0], [0.1, 0.0, 0.1], [0.0, 0.1, -0.1], [-0.1, 0.1, -0.1], [0.0, -0.1, -0.1], [-0.1, 0.1, -0.1], [0.0, 0.1, 0.0], [0.2, -0.1, 0.1], [0.0, 0.0, 0.0], [0.0, -0.1, 0.0], [0.0, 0.0, 0.0], [0.0, 0.0, 0.0], [0.0, 0.0, 0.0], [0.0, 0.0, 0.0], [0.0, 0.0, 0.0], [0.0, 0.0, 0.0], [0.0, 0.0, 0.0], [0.0, 0.0, 0.1], [0.0, 0.0, 0.0], [0.0, 0.0, 0.0], [0.0, 0.0, 0.0], [0.0, 0.0, 0.0], [0.0, 0.0, 0.0], [0.0, 0.0, 0.0], [0.0, 0.0, 0.0], [0.0, 0.0, 0.0], [0.0, 0.0, 0.0], [0.0, 0.0, 0.0], [0.0, 0.0, 0.0], [0.0, 0.0, 0.0], [0.0, 0.0, 0.0], [0.0, 0.0, 0.0], [0.0, 0.0, 0.0], [0.0, 0.0, 0.0], [0.0, 0.0, 0.0], [0.0, 0.0, 0.0], [0.0, 0.0, 0.0], [0.0, 0.0, 0.0], [0.0, 0.0, 0.0], [0.1, -0.1, 0.1], [0.0, 0.0, 0.0], [0.1, 0.0, -0.1], [0.0, 0.0, 0.0], [0.0, 0.1, 0.0], [-0.1, 0.0, -0.1], [0.0, 0.0, 0.0], [0.0, 0.1, 0.0], [0.0, 0.0, 0.0], [0.0, 0.0, 0.0], [0.0, 0.0, 0.0], [0.1, 0.0, 0.1], [0.0, 0.2, 0.0], [0.1, 0.0, 0.1], [0.1, -0.3, 0.3], [-0.6, 0.2, -0.3], [0.0, -0.2, 0.0], [0.7, -0.5, 0.5], [0.0, 0.0, 0.0], [0.0, 0.0, 0.0], [0.0, 0.0, 0.0], [0.0, 0.0, 0.0], [0.0, 0.0, 0.0], [0.0, 0.0, 0.0], [0.0, 0.0, -0.1], [0.0, 0.0, 0.2], [0.0, -0.2, -0.2], [0.2, 0.7, -0.2], [-0.2, 0.0, 0.0], [0.3, 0.0, -0.1], [0.0, 0.0, 0.1], [0.1, 0.0, 0.0], [-0.1, 0.0, 0.4], [0.0, 0.1, 0.0], [-0.1, 0.0, 0.0], [0.0, 0.0, -0.1], [0.0, 0.0, 0.0], [0.0, 0.0, 0.0], [0.0, 0.0, 0.0]], "charge": 1, "homo_lumo_gap_ev": 7.422, "e_tot_ev": -81913.689, "largest_force_ha_per_bohr": 0.01950}